1.
55
Properties=species:S:1:pos:R:3 method="wB97M-V/def2-TZVPD" multiplicity=2 homo_energy_ev="-5.634 / -5.633" charge=-1
Ir 0.30 0.24 -0.08
O -5.61 1.72 3.46
C -5.35 2.19 2.34
O -5.94 3.01 1.62
C -4.08 1.58 1.70
C -3.21 0.79 2.44
C -2.16 0.17 1.80
N -1.94 0.33 0.50
C -2.73 1.12 -0.22
C -3.82 1.75 0.34
C -2.34 1.23 -1.65
C -3.04 1.99 -2.57
C -2.61 2.02 -3.88
C -1.49 1.29 -4.24
C -0.82 0.57 -3.26
N -1.23 0.56 -1.99
C -1.20 -0.78 2.42
C -1.21 -1.10 3.77
C -0.27 -2.01 4.23
C 0.60 -2.61 3.34
C 0.53 -2.24 2.01
N -0.33 -1.33 1.56
H -3.40 0.67 3.50
H -4.49 2.39 -0.22
H -3.92 2.54 -2.27
H -3.13 2.62 -4.61
H -1.13 1.27 -5.26
H 0.06 -0.02 -3.48
H -1.92 -0.64 4.43
H -0.23 -2.25 5.29
H 1.33 -3.34 3.66
H 1.17 -2.69 1.26
O 1.68 -1.14 -3.23
C 1.74 -1.50 -2.07
O 0.76 -1.52 -1.21
C 3.05 -1.98 -1.54
C 3.83 -2.86 -2.28
C 5.07 -3.27 -1.82
C 5.54 -2.75 -0.61
C 4.77 -1.87 0.12
C 3.50 -1.49 -0.33
S 2.59 -0.42 0.73
H 3.44 -3.22 -3.23
H 5.66 -3.98 -2.38
H 6.52 -3.04 -0.25
H 5.13 -1.47 1.06
O -0.28 2.50 -0.03
Se 0.63 2.76 1.35
O -0.10 3.75 2.39
O 0.68 1.15 1.88
O 2.12 3.22 0.88
N 1.68 1.35 -1.23
H 1.99 2.06 -0.54
H 1.17 1.83 -1.97
H 2.48 0.85 -1.61


2.
15
Properties=species:S:1:pos:R:3 method="wB97M-V/def2-TZVPD" homo_energy_ev=-8.414
C -1.79 0.14 0.06
C -1.27 -0.32 -1.17
C -0.76 0.96 0.93
N -0.95 -0.46 1.20
H -2.72 0.50 0.48
H -0.84 0.30 -1.94
H -1.44 -1.39 -1.26
H -0.91 1.57 1.81
H 0.16 1.21 0.42
H 2.28 -1.61 0.91
H -0.32 -0.95 0.55
O 1.75 -0.82 0.78
H 2.27 -0.25 -0.19
H 1.87 0.76 -1.46
O 2.67 0.36 -1.11


3.
61
Properties=species:S:1:pos:R:3 method="wB97M-V/def2-TZVPD" homo_energy_ev=-8.834
C 0.71 1.12 0.04
N 0.49 0.39 1.27
C 0.44 -1.11 1.04
C 0.83 -1.73 2.38
S 0.98 -3.55 2.29
C -0.82 -1.71 0.46
C 0.36 2.61 0.09
N -1.01 2.89 0.60
H 1.75 1.11 -0.26
H 0.13 0.61 -0.76
H -0.46 0.59 1.58
H 1.24 -1.25 0.29
H 0.10 -1.52 3.18
H 1.71 -1.23 2.78
H 2.33 -3.52 2.23
H -1.70 -1.55 1.08
H -0.81 -2.80 0.40
H -0.81 -1.42 -0.60
H 1.04 3.30 0.61
H 0.40 2.91 -1.00
H -0.87 3.21 1.57
H -1.67 2.13 0.64
H 4.39 -2.15 0.25
H 3.52 -2.35 -0.95
O 3.51 -1.93 -0.08
H 2.06 -0.83 -4.06
H 3.02 -0.70 -2.99
O 2.48 -1.40 -3.39
H -1.74 2.83 -1.46
H -3.04 3.49 -0.93
O -2.70 2.85 -1.57
H -2.69 -0.69 -3.80
H -1.87 -1.85 -3.66
O -2.83 -1.63 -3.67
H 1.06 2.11 2.92
H 0.62 3.30 3.91
O 0.37 2.75 3.16
H -1.85 2.92 3.68
H -2.67 2.32 2.50
O -2.74 2.76 3.36
H -4.17 -2.44 -0.12
H -4.46 -1.42 -1.33
O -4.09 -1.55 -0.45
H 3.63 -0.02 2.92
H 2.91 1.10 2.04
O 3.68 0.87 2.57
H 0.12 -1.99 -3.04
H 0.52 -2.49 -4.49
O -0.12 -2.00 -3.98
H 1.37 -4.25 -1.68
H 0.52 -3.58 -0.75
O 1.10 -3.34 -1.49
H -3.73 1.14 0.09
H -3.80 -0.15 0.71
O -3.36 0.71 0.88
H -2.48 -0.25 -1.79
H -1.98 1.05 -2.16
O -1.64 0.14 -2.07
H 4.29 2.78 -0.35
H 4.58 2.12 1.01
O 3.88 2.28 0.36


4.
16
Properties=species:S:1:pos:R:3 method="wB97M-V/def2-TZVPD" homo_energy_ev=-9.747
C 1.94 -0.26 0.18
C -1.03 -1.62 0.11
C -0.72 -0.35 -0.72
C 0.17 0.67 0.10
N 3.03 -0.20 -0.27
N 0.60 1.75 -0.64
N -0.30 0.99 1.34
H -1.60 -2.30 -0.54
H -1.79 -1.41 0.97
H -0.12 -2.11 0.38
H -1.59 0.23 -1.00
H -0.20 -0.78 -1.62
H 0.83 1.42 -1.65
H 1.39 2.27 -0.31
H -1.06 0.38 1.65
H 0.43 1.31 2.02


5.
7
Properties=species:S:1:pos:R:3 method="wB97M-V/def2-TZVPD" homo_energy_ev=-10.330
C 0.34 0.52 -0.15
C -0.76 -0.51 0.04
H 0.35 0.92 0.86
H 0.37 1.36 -0.83
H -0.26 -1.16 0.73
O -1.84 -0.56 -0.39
Cl 1.80 -0.56 -0.25


Taking the records one at a time from the top gives relative energy (zero: lowest compared OMol25 entry of this formula, charge and spin) values of 2.214; 9.204; 4.152; 2.224; 0.966 eV.